{
  "formula": "C7H10ClN",
  "method": "wB97M-V/def2-TZVPD",
  "symbols": ["C", "C", "C", "C", "C", "C", "C", "N", "Cl", "H", "H", "H", "H", "H", "H", "H", "H", "H", "H"],
  "positions_angstrom": [[-0.5030, -1.5763, 1.0201], [0.2395, -0.8316, 1.8818], [-0.7815, -1.2848, -0.3899], [1.1523, 0.3377, 1.6533], [-1.4167, -0.2371, -0.8442], [1.7932, 0.7213, 0.5201], [-1.8941, 0.1318, -2.1647], [2.4455, 1.8663, 0.4459], [2.0499, -0.3671, -0.7802], [-0.8868, -2.4574, 1.4446], [0.2108, -1.2261, 2.9315], [-0.8172, -2.2677, -0.9010], [1.1318, 1.1362, 2.4079], [-1.4725, 0.6875, -0.1633], [-1.0177, 0.6330, -2.7192], [-2.6141, 0.9180, -2.2985], [-2.3306, -0.7334, -2.8950], [2.4526, 2.2407, -0.5113], [2.2587, 2.3091, 1.3621]],
  "forces_ev_per_angstrom": [[1.92, 2.82, 0.57], [0.59, -0.63, 0.44], [-1.09, -3.08, 0.60], [-1.51, -0.22, -0.60], [-0.28, 3.22, 1.63], [-1.41, -3.32, 1.56], [0.45, -1.33, -4.61], [1.03, 1.51, -0.07], [0.09, -0.02, -0.50], [-0.78, -1.08, 0.20], [0.24, 0.59, -0.91], [0.22, 0.85, -0.65], [-0.10, -0.47, -0.01], [0.13, -1.54, -0.54], [-0.90, -1.02, 0.46], [-0.69, 0.28, 0.95], [1.38, 1.69, 1.86], [0.15, 0.70, 1.29], [0.54, 1.05, -1.68]],
  "smiles": "C/C=C/C=C\\C=C(\\N)Cl",
  "homo_lumo_gap_ev": 8.4,
  "relative_energy_kj_mol": 131.8
}

=====

{
  "formula": "C3H5O5S2",
  "method": "wB97M-V/def2-TZVPD",
  "symbols": ["C", "C", "C", "O", "O", "O", "O", "O", "S", "S", "H", "H", "H", "H", "H"],
  "positions_angstrom": [[1.2880, 2.3827, 0.0374], [0.9667, 1.4153, 0.8739], [-1.7765, -1.7370, -0.5563], [0.2412, -0.8886, 0.6783], [-1.7656, -0.0939, 1.6935], [-1.1896, 0.7477, -0.4817], [2.2494, -0.3993, -1.1109], [2.4992, -0.6863, 1.2492], [-1.1411, -0.3705, 0.4133], [1.6931, -0.0166, 0.2392], [1.7744, 2.0971, -0.9446], [0.6668, 3.1962, 0.0962], [-1.3396, -2.6047, -0.1189], [-2.8464, -1.7620, -0.6067], [-1.3200, -1.2801, -1.4619]],
  "forces_ev_per_angstrom": [[0.88, -1.62, -2.54], [1.02, 0.23, 0.37], [0.86, 1.80, 0.08], [1.23, -1.95, -1.09], [-0.13, -1.32, -0.76], [-0.03, -0.10, -1.00], [-2.53, 1.50, 1.92], [-0.02, 0.67, -0.21], [-3.27, 2.26, 1.68], [3.61, -3.10, 0.83], [-0.39, 1.16, 0.89], [-0.64, 2.72, 0.13], [0.28, -0.85, -0.30], [-0.47, 0.14, 0.05], [-0.38, -1.54, -0.06]],
  "homo_lumo_gap_ev": 7.6,
  "charge": -1,
  "relative_energy_kj_mol": 338.7
}

=====

{
  "formula": "C7H7N",
  "method": "wB97M-V/def2-TZVPD",
  "symbols": ["C", "C", "C", "C", "N", "C", "C", "C", "H", "H", "H", "H", "H", "H", "H"],
  "positions_angstrom": [[0.3941, 0.0222, 1.8487], [-0.6281, 0.8363, -0.5134], [0.2033, -0.0327, 0.3692], [-1.5107, -1.7179, -0.7877], [-1.2982, 1.9242, -0.5317], [1.2579, 0.4356, -0.7278], [-0.8678, -0.6321, -0.4136], [2.3287, 0.4085, -1.2862], [-0.8277, 2.6989, -0.9992], [0.8671, -0.8913, 2.2085], [1.0207, 0.8709, 2.1235], [-0.5810, 0.1537, 2.3225], [-2.4156, -1.6533, -1.3745], [-1.1961, -2.7001, -0.4614], [3.2534, 0.2772, -1.7768]],
  "forces_ev_per_angstrom": [[0.47, 0.18, -0.14], [-4.18, -0.92, 2.70], [2.94, 1.76, -2.14], [-0.14, -0.07, 0.48], [0.87, -0.13, -2.69], [0.39, -2.78, 2.44], [0.04, 0.97, -1.60], [-0.52, 0.28, 0.00], [-0.12, 0.53, 1.30], [-0.05, 0.02, 0.08], [-0.02, -0.03, 0.01], [0.01, -0.08, -0.05], [0.17, 0.04, -0.35], [-0.15, -0.06, 0.31], [0.30, 0.31, -0.34]],
  "homo_lumo_gap_ev": [7.0, 7.0],
  "relative_energy_kj_mol": 676.7
}

=====

{
  "formula": "C46H34GeN3Re",
  "method": "wB97M-V/def2-TZVPD",
  "symbols": ["Re", "C", "C", "C", "C", "C", "C", "C", "C", "C", "C", "C", "C", "C", "C", "C", "N", "H", "H", "H", "H", "H", "H", "H", "H", "H", "H", "C", "C", "C", "C", "C", "C", "N", "N", "C", "C", "C", "C", "C", "C", "H", "H", "H", "H", "H", "H", "H", "H", "H", "C", "Ge", "C", "C", "C", "C", "C", "C", "C", "C", "C", "C", "C", "C", "C", "C", "C", "C", "C", "C", "H", "H", "H", "H", "H", "H", "H", "H", "H", "H", "H", "H", "H", "H", "H"],
  "positions_angstrom": [[1.0533, -0.2263, -0.2632], [-1.2216, -4.6821, 1.7567], [-0.4736, -4.6468, 2.9513], [0.2758, -3.5402, 3.3249], [0.3734, -2.4465, 2.4301], [-0.2766, -2.5509, 1.1562], [-1.0871, -3.6282, 0.8648], [1.2416, -1.1982, 2.7080], [1.5526, -0.9209, 4.1439], [2.4061, 0.0529, 4.4709], [2.8967, 0.9363, 3.4096], [3.7799, 2.0534, 3.6246], [4.1858, 2.7537, 2.4941], [3.8477, 2.4476, 1.1714], [3.1104, 1.3164, 0.9905], [2.5946, 0.5865, 2.0817], [1.7326, -0.4518, 1.7430], [-1.7967, -5.5433, 1.4994], [-0.5950, -5.5354, 3.5894], [0.8569, -3.5481, 4.2186], [-1.6239, -3.6467, -0.0729], [1.1387, -1.5590, 4.8686], [2.6175, 0.2299, 5.5084], [4.0403, 2.3285, 4.6426], [4.8572, 3.5860, 2.6656], [4.3409, 3.0089, 0.3410], [2.9299, 0.9753, -0.0952], [0.0182, 3.9166, -4.3648], [-0.5533, 2.7021, -4.7660], [-0.2705, 1.5125, -4.0840], [0.6900, 1.5836, -3.0551], [1.4017, 2.7393, -2.7720], [1.0708, 3.9358, -3.4407], [1.1745, 0.3499, -2.3727], [1.9801, -0.3231, -3.0868], [2.6491, -1.4155, -2.4707], [3.5861, -2.0661, -3.2505], [4.3444, -3.0159, -2.6263], [4.2330, -3.1951, -1.2606], [3.2851, -2.4761, -0.4973], [2.4458, -1.5892, -1.0718], [-0.3597, 4.8269, -4.8195], [-1.3010, 2.6775, -5.5633], [-0.7689, 0.5542, -4.2737], [2.2135, 2.6724, -2.0656], [1.5524, 4.8624, -3.1123], [3.6530, -1.8039, -4.2764], [5.1937, -3.5539, -3.1215], [4.8527, -3.9746, -0.8048], [3.3304, -2.7044, 0.6170], [-0.0830, -1.4600, 0.1654], [-1.6453, 0.1827, -0.1340], [-2.5685, 0.3891, -1.8268], [-3.6012, 1.2897, -1.9041], [-4.5807, 1.2138, -2.8745], [-4.5248, 0.1775, -3.7888], [-3.5096, -0.7535, -3.7179], [-2.5246, -0.6803, -2.7297], [-0.5014, 1.6475, 0.6163], [-0.3929, 2.7926, -0.2475], [0.0793, 4.0107, 0.2083], [0.4139, 4.1533, 1.5403], [0.2729, 3.0942, 2.4156], [-0.1762, 1.8423, 1.9807], [-2.9386, -0.7318, 0.9885], [-2.8049, -0.9045, 2.3839], [-3.7401, -1.6636, 3.0397], [-4.8222, -2.2311, 2.3918], [-4.9321, -2.1087, 1.0185], [-4.0280, -1.3417, 0.3419], [-3.6341, 2.1169, -1.1757], [-5.3315, 1.9380, -2.8660], [-5.2415, 0.0766, -4.6322], [-3.5352, -1.6251, -4.3892], [-1.7780, -1.5119, -2.6612], [-0.7062, 2.6361, -1.3008], [0.1168, 4.8203, -0.4571], [0.6889, 5.0977, 1.9607], [0.4277, 3.1962, 3.4952], [-0.3829, 1.0160, 2.6773], [-2.0141, -0.5172, 3.0002], [-3.6837, -1.8981, 4.0872], [-5.4925, -2.8475, 2.9658], [-5.7463, -2.5669, 0.4970], [-4.2581, -1.2152, -0.7534]],
  "forces_ev_per_angstrom": [[-0.04, 0.34, -0.22], [1.38, 0.92, 0.51], [-1.13, -0.73, -0.10], [-0.12, 0.68, -1.41], [0.61, 1.05, -1.00], [0.19, 1.07, 0.19], [-0.47, -0.56, -0.16], [-0.48, -1.67, 1.95], [0.04, -0.51, -3.05], [0.01, 1.56, -1.12], [0.96, -0.32, 0.78], [-1.26, -0.88, -1.41], [0.62, 0.77, 1.49], [0.95, -0.09, -0.26], [-0.83, -0.35, -1.42], [-0.13, 0.04, -0.17], [-0.22, 0.20, 0.67], [-0.37, -0.34, -0.02], [0.45, 0.65, -0.06], [0.14, -0.03, 0.55], [0.00, -0.01, -0.10], [-0.50, -0.64, 0.74], [0.32, 0.25, 0.24], [0.18, 0.06, -0.29], [-0.03, 0.09, -0.09], [-0.78, -0.53, 0.78], [0.43, 0.27, 1.28], [0.44, -0.31, -0.15], [-0.54, -0.39, 0.50], [0.64, 0.26, 0.73], [0.41, -0.91, -0.75], [-0.44, 0.31, -0.83], [-0.56, -0.49, 0.83], [0.41, -0.42, -0.44], [-0.43, 0.06, 0.36], [-1.20, 1.68, 0.26], [-0.84, 0.24, 0.35], [2.23, -1.03, 0.03], [-0.51, -0.44, 0.16], [1.56, -1.98, 2.38], [-0.51, 1.48, -1.09], [0.32, -0.04, 0.00], [0.26, 0.12, 0.30], [0.26, 0.58, -0.20], [0.13, 0.25, 0.18], [-0.15, -0.31, -0.44], [0.22, 0.10, -0.76], [-1.19, 0.52, 0.16], [-0.19, 0.53, 0.07], [-0.43, 0.53, -1.46], [-0.08, -1.70, 1.23], [0.01, 0.42, 0.38], [1.01, -1.26, 0.02], [-0.07, 1.44, 0.81], [1.03, -0.86, -0.01], [-0.67, 0.07, -1.17], [0.52, -1.13, 0.04], [0.08, -0.58, -0.18], [-0.07, 0.91, -0.49], [-0.21, -1.43, -0.33], [-0.30, -1.05, 0.27], [-0.27, -0.19, 0.28], [-0.40, -1.51, 0.91], [-0.51, 0.11, -0.34], [0.16, 0.02, 0.52], [-0.21, -0.18, -0.78], [-0.68, -0.44, 0.54], [0.39, -0.47, -0.34], [-0.58, -0.08, 0.96], [0.34, 0.73, -1.84], [-0.16, -0.41, -0.34], [-1.17, 0.95, -0.24], [0.35, 0.21, 0.92], [0.16, 0.57, 0.22], [-0.59, 0.94, 0.00], [0.24, 0.48, 0.83], [0.14, 1.04, -0.76], [0.28, 0.50, -0.08], [0.15, 0.24, -0.49], [0.37, 0.58, -0.14], [0.45, 0.32, -0.24], [0.36, 0.36, 0.39], [-0.29, -0.03, -0.01], [-0.32, -0.17, -0.24], [0.75, -0.01, 1.22]],
  "homo_lumo_gap_ev": 7.1,
  "charge": 2,
  "relative_energy_kj_mol": 0.0
}

=====

{
  "formula": "C5H12O",
  "method": "wB97M-V/def2-TZVPD",
  "symbols": ["C", "C", "C", "C", "C", "H", "H", "H", "H", "H", "H", "H", "H", "H", "H", "H", "H", "O"],
  "positions_angstrom": [[2.2191, -0.6169, -0.2923], [1.3682, 0.5439, 0.3027], [-0.0265, 0.5224, -0.2749], [-1.0009, -0.4388, 0.4964], [-2.3640, -0.5506, -0.2613], [1.6389, -1.6885, -0.2537], [2.4838, -0.3789, -1.4824], [3.2120, -0.6670, 0.3423], [1.2742, 0.4567, 1.4229], [1.7923, 1.5896, 0.1172], [0.0297, 0.1979, -1.3171], [-0.4681, 2.1649, 0.6609], [-0.4697, -1.4077, 0.6291], [-1.0680, 0.0399, 1.5592], [-3.1842, -0.9016, 0.5604], [-2.2028, -1.3161, -1.1961], [-2.6516, 0.6025, -0.7626], [-0.5825, 1.8483, -0.2508]],
  "forces_ev_per_angstrom": [[1.04, -0.69, -0.95], [0.42, 0.21, 0.38], [-1.01, -0.08, 0.65], [0.69, 1.25, 0.39], [-0.72, 0.75, -0.61], [1.51, 2.72, -0.02], [-0.63, -0.73, 3.26], [-1.85, -0.27, -1.59], [0.27, -0.08, -0.89], [-0.19, -1.57, 0.00], [-0.17, 0.29, -0.11], [-0.14, -0.05, -0.40], [-0.64, 0.39, -0.09], [-0.29, -0.89, -1.71], [1.66, 0.74, -2.56], [-0.81, 1.79, 2.44], [0.69, -3.59, 1.70], [0.15, -0.18, 0.11]],
  "smiles": "CCC(O)CC",
  "homo_lumo_gap_ev": 11.2,
  "relative_energy_kj_mol": 206.2
}

=====

{
  "formula": "C10H13N2",
  "method": "wB97M-V/def2-TZVPD",
  "symbols": ["C", "C", "C", "C", "C", "C", "C", "C", "C", "C", "N", "N", "H", "H", "H", "H", "H", "H", "H", "H", "H", "H", "H", "H", "H"],
  "positions_angstrom": [[2.0467, 0.3469, 2.1831], [0.9077, 0.9155, 2.6605], [2.2404, -0.1501, 0.8563], [-0.1978, 1.0403, 1.7640], [1.1264, -0.1796, 0.0412], [-0.0910, 0.4218, 0.5503], [0.7734, -0.7854, -1.2636], [1.6016, -1.1493, -2.2185], [-1.3235, 0.1828, -0.2414], [-1.5902, 1.1239, -1.3485], [-2.3992, -0.0837, 0.5461], [-0.6331, -1.1442, -1.2087], [2.7143, 0.1079, 2.9240], [0.9652, 1.0220, 3.6998], [3.2129, -0.4486, 0.5382], [-1.0467, 1.6521, 1.9417], [1.3148, -1.8616, -2.8986], [2.6731, -1.1020, -2.1633], [-2.3837, 0.6938, -1.9558], [-0.6366, 1.3413, -1.9231], [-1.8911, 2.0608, -0.8574], [-3.3140, -0.0106, 0.0991], [-2.2993, -0.7602, 1.2959], [-1.1239, -1.1511, -2.1259], [-0.6463, -2.0827, -0.8955]],
  "forces_ev_per_angstrom": [[-0.62, -0.83, -2.24], [-0.73, -0.55, -2.31], [-0.93, 0.86, 0.51], [1.64, 0.15, 0.74], [-2.33, 1.26, 0.79], [1.41, -0.90, 0.16], [1.80, 0.02, 0.76], [0.54, -0.17, 1.20], [0.83, -0.33, 0.35], [0.79, 1.04, -0.48], [-0.79, -0.58, -0.72], [-0.60, 1.15, -1.56], [2.23, -0.27, 1.24], [-0.85, 1.03, 1.32], [0.43, -0.54, -0.13], [-0.83, 0.00, 0.66], [-1.06, -1.15, -2.13], [0.23, 0.81, 0.29], [-0.09, 0.51, -0.39], [-1.31, -0.34, 0.46], [-0.13, -0.16, -0.49], [0.35, -0.27, 0.42], [-0.12, 0.35, -0.12], [0.69, 0.12, 0.60], [-0.55, -1.21, 1.06]],
  "smiles": "C=C1[NH2+][C@@](C)(N)c2ccccc21",
  "homo_lumo_gap_ev": 9.3,
  "charge": 1,
  "relative_energy_kj_mol": 194.8
}

=====

{
  "formula": "C3H4N2O3",
  "method": "wB97M-V/def2-TZVPD",
  "symbols": ["C", "C", "C", "H", "H", "H", "H", "N", "N", "O", "O", "O"],
  "positions_angstrom": [[2.1704, 0.0879, -0.0320], [-1.1989, 0.4422, 0.2118], [-2.3656, -0.5495, -0.1904], [1.4442, -1.6364, 1.4577], [2.8397, 0.9997, -0.8563], [0.8487, 1.4890, -0.5619], [-2.1645, -1.4262, -0.7665], [2.3014, -0.7965, 0.9744], [0.9864, 0.3924, -0.7167], [-0.2668, -0.1444, -0.6165], [-1.0996, 1.5429, 0.7961], [-3.4956, -0.4011, 0.3004]],
  "forces_ev_per_angstrom": [[-1.32, -2.41, 2.30], [0.27, 2.50, -0.50], [-4.19, 1.91, 3.96], [2.76, 4.05, -2.77], [-0.67, -3.16, 3.51], [0.36, -2.77, -0.82], [0.72, -0.39, -0.76], [-0.77, 0.54, -2.04], [-0.07, 5.48, -1.14], [0.32, -0.91, 1.82], [-0.41, -4.65, -2.03], [3.01, -0.21, -1.53]],
  "homo_lumo_gap_ev": 8.8,
  "relative_energy_kj_mol": 715.8
}

=====

{
  "formula": "C3H2NO4",
  "method": "wB97M-V/def2-TZVPD",
  "symbols": ["C", "C", "C", "N", "O", "O", "O", "O", "H", "H"],
  "positions_angstrom": [[1.4572, 1.2014, -0.8149], [-0.7112, -1.4204, 0.4492], [-0.9909, 0.0530, 0.4751], [-0.8505, 1.2441, 0.2756], [1.3870, 0.2335, -1.5751], [2.3470, 1.7213, -0.1988], [0.0399, 1.8738, -0.4534], [-1.9020, -0.8053, 1.0660], [-0.8881, -2.1487, -0.3695], [0.1115, -1.9525, 1.1460]],
  "forces_ev_per_angstrom": [[-0.50, -2.16, -0.07], [1.73, -0.50, 0.88], [1.28, -4.37, -0.67], [-2.03, 1.17, 0.64], [-0.69, 0.81, 0.17], [0.44, 1.11, 0.39], [1.83, 0.79, -0.89], [0.24, 0.34, 0.43], [-0.27, 1.13, 0.15], [-2.03, 1.70, -1.04]],
  "smiles": "O=C([O-])O/N=C1\\CO1",
  "homo_lumo_gap_ev": 8.4,
  "charge": -1,
  "relative_energy_kj_mol": 402.1
}

=====

{
  "formula": "H4N2O7Si2",
  "method": "wB97M-V/def2-TZVPD",
  "symbols": ["N", "N", "O", "O", "O", "O", "O", "O", "O", "Si", "Si", "H", "H", "H", "H"],
  "positions_angstrom": [[-1.9123, 0.2399, -0.2407], [0.4407, -1.6264, -0.6154], [-3.0953, 0.1520, -0.0913], [-1.3229, 0.3093, -1.3303], [0.6796, -2.3947, -1.5350], [-0.3836, -1.8959, 0.2687], [-1.3392, 2.0924, 1.6896], [2.7403, -0.1030, -0.6851], [0.6876, 0.7055, 0.5304], [-0.7072, 0.3688, 1.2298], [1.1519, 0.1063, -0.9030], [-0.6961, 2.5743, 2.0625], [3.0762, -1.0153, -0.6859], [-0.3948, -0.4531, 2.4151], [1.0751, 0.9399, -2.1094]],
  "forces_ev_per_angstrom": [[0.67, -0.19, 0.86], [-0.94, -0.58, -1.68], [-0.26, 0.00, -0.30], [-0.15, -0.10, 0.04], [0.29, 0.07, 0.59], [0.66, 0.67, 0.10], [-2.88, -6.73, -3.04], [0.71, -1.31, -0.38], [0.17, 0.27, -0.57], [-1.41, 4.15, 1.76], [0.60, 0.75, 0.45], [3.82, 2.76, 2.22], [0.08, 0.61, 0.03], [-0.88, 0.09, -0.22], [-0.47, -0.46, 0.11]],
  "homo_lumo_gap_ev": 10.1,
  "relative_energy_kj_mol": 99.7
}